A 2-piece molecular cluster, C2H2ClI overall. Source: the OMol25 dataset; level of theory: ωB97M-V/def2-TZVPD.

Calculated values
HOMO ... -0.3582 Ha
Energy above the lowest of the compared OMol25 structures with the same formula, charge and spin ... 65.6 kcal per mole
Gap between HOMO and LUMO ... 0.3278 hartree
E_tot ... -835.14317 Ha

Bonds (Å) are listed after each position.
Element x y z (Å)
1 C 0.5616 1.3651 -0.0076  C2 1.296, I4 2.190, H5 1.123
2 C 0.6923 0.1427 -0.4163  C1 1.296, I4 2.358
3 Cl -1.4503 -3.1832 1.1316  H6 1.363
4 I -0.2586 1.5784 -2.0271  C1 2.190, C2 2.358
5 H 0.9213 2.3563 0.3795  C1 1.123
6 H -0.4663 -2.2593 0.9398  Cl3 1.363